No. 1
Below is a structure of composition C31H30CeClFN3O5, with properties calculated with ωB97M-V with the def2-TZVPD basis set.

The geometry in XYZ format:
```
72
C31H30CeClFN3O5 ωB97M-V with the def2-TZVPD basis set
Ce -3.106 1.568 0.755
C -5.335 -1.604 -0.461
C -4.753 -0.926 0.750
C -3.555 -1.395 1.359
C -2.952 -0.755 2.460
C -3.711 0.275 3.103
C -4.917 0.789 2.574
C -5.448 0.174 1.402
H -5.535 -0.796 -1.207
H -6.359 -1.948 -0.358
H -4.581 -2.253 -0.890
H -3.113 -2.292 0.944
H -2.013 -0.930 2.892
H -3.338 0.653 4.026
H -5.582 1.505 3.107
H -6.348 0.547 0.950
F 3.320 -1.767 3.049
C 2.867 -1.616 1.750
C 1.667 -0.978 1.597
C 1.261 -0.471 0.310
C 0.096 0.372 0.156
O -0.668 0.808 1.194
C -0.212 0.691 -1.168
C 0.730 0.449 -2.188
N 1.739 -0.515 -2.043
C 2.551 -0.686 -3.202
C 2.771 -2.043 -3.873
C 1.873 -1.084 -4.498
C 2.091 -0.938 -0.766
C 3.261 -1.653 -0.585
C 3.691 -2.115 0.707
N 4.757 -2.914 0.902
C 5.064 -3.872 -0.137
C 5.519 -5.257 0.378
N 6.352 -5.219 1.657
C 6.719 -3.799 2.020
C 5.484 -2.955 2.101
C -1.618 1.176 -1.404
O -1.839 2.405 -1.644
O -2.594 0.350 -1.052
H 1.011 -0.925 2.395
H 0.789 0.928 -3.184
H 3.346 0.058 -3.413
H 2.244 -2.819 -3.337
H 3.778 -2.156 -4.240
H 0.846 -1.374 -4.366
H 2.244 -0.462 -5.305
H 3.890 -1.822 -1.490
H 5.908 -3.522 -0.724
H 4.251 -3.958 -0.877
H 6.210 -5.648 -0.366
H 4.688 -5.960 0.559
H 7.173 -5.799 1.520
H 5.799 -5.721 2.357
H 7.450 -3.319 1.253
H 7.247 -3.768 2.958
H 5.632 -1.842 2.273
H 4.792 -3.255 2.879
Cl -5.192 9.911 -1.114
C -4.695 8.257 -0.794
C -3.667 7.935 0.090
C -3.487 6.634 0.488
C -4.312 5.553 0.062
C -5.360 5.910 -0.810
C -5.528 7.209 -1.304
C -3.888 4.165 0.396
O -2.923 3.930 1.196
O -4.527 3.180 -0.162
H -2.938 8.703 0.372
H -2.729 6.293 1.214
H -6.074 5.178 -1.099
H -6.216 7.528 -2.095
```

Output
- E_LUMO (alpha / beta) (eV) = -5.37 / -5.37
- spin multiplicity = 2
- E_HOMO (alpha / beta) (Eh) = -0.4416 / -0.4418
- largest force on an atom (eV Å⁻¹) = 4.134
- molar mass (g/mol) = 719.16
- energy (Ha) = -2774.4758
- ΔE to the lowest compared entry with this formula, charge and spin (kJ/mol) = 82.85
- <S²> = 0.751
- total charge = +2
- Kohn-Sham gap (alpha / beta) (eV) = 6.648 / 6.655



No. 2
Below is an isolated molecule of C22H22O2, with properties calculated with ωB97M-V with the def2-TZVPD basis set.

The geometry in XYZ format:
```
46
C22H22O2 ωB97M-V with the def2-TZVPD basis set
C -4.620 4.346 -2.679
O -4.742 2.973 -2.157
C -3.718 2.328 -1.499
C -3.975 1.003 -1.024
C -2.932 0.236 -0.531
C -1.602 0.676 -0.614
C -0.486 -0.305 -0.339
O -0.477 -0.180 1.322
C 0.273 -1.025 2.082
C 1.401 -0.517 2.780
C 1.899 -1.267 3.844
C 1.385 -2.518 4.228
C 0.350 -3.050 3.440
C -0.237 -4.370 3.893
C -0.177 -2.347 2.348
C 0.897 -0.103 -0.905
C 1.958 -0.860 -0.381
C 3.258 -0.644 -0.841
C 3.480 0.124 -2.002
C 4.894 0.249 -2.530
C 2.412 0.816 -2.602
C 1.123 0.677 -2.056
C -1.359 2.012 -0.944
C -2.386 2.831 -1.429
H -5.662 4.659 -2.824
H -4.108 5.034 -1.997
H -4.077 4.337 -3.643
H -5.000 0.600 -1.140
H -3.150 -0.763 -0.128
H -0.819 -1.357 -0.585
H 1.797 0.460 2.472
H 2.671 -0.845 4.464
H 1.765 -3.114 5.074
H -1.248 -4.527 3.483
H 0.418 -5.201 3.590
H -0.312 -4.381 4.996
H -0.930 -2.782 1.663
H 1.751 -1.620 0.377
H 4.108 -1.144 -0.353
H 5.030 1.175 -3.121
H 5.627 0.146 -1.701
H 5.153 -0.570 -3.224
H 2.582 1.408 -3.520
H 0.281 1.185 -2.537
H -0.365 2.419 -0.883
H -2.131 3.798 -1.868
```

Output
- E_LUMO (eV) = 0.76
- E_HOMO (Eh) = -0.2976
- structure (SMILES) = COc1ccc([C@H](Oc2cccc(C)c2)c2ccc(C)cc2)cc1
- largest force on an atom (eV Å⁻¹) = 2.847
- molar mass (g/mol) = 318.42
- energy (Ha) = -1001.9391
- ΔE to the lowest compared entry with this formula, charge and spin (kJ/mol) = 0.00
- total charge = 0
- Kohn-Sham gap (eV) = 8.859



No. 3
Below is a cluster of 2 separate species, C5H7F8NO4P in total, with properties calculated with ωB97M-V with the def2-TZVPD basis set.

The geometry in XYZ format:
```
26
C5H7F8NO4P ωB97M-V with the def2-TZVPD basis set
O -3.217 1.392 0.481
N -4.365 2.070 -0.088
P -5.394 0.897 -0.792
O -4.398 0.017 -1.893
O -5.967 -0.190 0.398
H -2.452 1.523 -0.099
H -4.653 0.370 -2.739
H -5.448 -0.128 1.209
C 3.228 -0.793 -0.350
C 2.942 -1.449 1.024
C 1.684 -2.311 1.166
F 0.556 -1.621 0.986
F 1.625 -2.822 2.422
F 2.971 -0.494 1.978
F 4.003 -2.272 1.275
O 2.897 0.591 -0.535
C 1.620 0.975 -0.973
C 0.896 1.847 0.055
F 0.718 1.196 1.216
F -0.322 2.186 -0.408
F 0.909 -0.091 -1.349
F 1.815 1.705 -2.089
H 4.316 -0.801 -0.440
H 2.875 -1.403 -1.181
H 1.701 -3.149 0.463
H 1.461 2.758 0.262
```

Output
- E_LUMO (eV) = 2.29
- E_HOMO (Eh) = -0.0938
- largest force on an atom (eV Å⁻¹) = 2.911
- molar mass (g/mol) = 328.07
- energy (Ha) = -1690.7151
- ΔE to the lowest compared entry with this formula, charge and spin (kJ/mol) = 46.38
- total charge = -1
- Kohn-Sham gap (eV) = 4.847



No. 4
Below is an isolated molecule of C3H6ClNO, with properties calculated with ωB97M-V with the def2-TZVPD basis set.

The geometry in XYZ format:
```
12
C3H6ClNO ωB97M-V with the def2-TZVPD basis set
H -1.780 1.271 0.876
N -0.760 1.396 0.422
C -0.282 0.258 0.139
C -0.962 -1.033 0.487
C 0.888 0.034 -0.630
O 1.561 1.354 -1.342
Cl 2.259 -0.607 0.473
H -0.885 -1.656 -0.423
H -1.931 -0.890 0.899
H -0.443 -1.547 1.235
H 0.848 -0.728 -1.310
H 1.486 2.146 -0.827
```

Output
- E_LUMO (eV) = 0.39
- E_HOMO (Eh) = -0.3887
- structure (SMILES) = [H]/N=C(\C)[C@@H](O)Cl
- largest force on an atom (eV Å⁻¹) = 8.090
- molar mass (g/mol) = 107.54
- energy (Ha) = -708.0292
- ΔE to the lowest compared entry with this formula, charge and spin (kJ/mol) = 222.97
- total charge = 0
- Kohn-Sham gap (eV) = 10.972



- Which of these has the lowest largest force on an atom?
  C22H22O2



- What is the total charge in the second record?
  0



- largest force on an atom of number 4 (C3H6ClNO)?
  8.090 eV Å⁻¹



- Look up the ΔE to the lowest compared entry with this formula, charge and spin of the third one.
  46.38 kJ/mol